Below is a 12-piece molecular cluster, C26H68Cl15O28P7 overall, with properties calculated with the ωB97M-V functional and the def2-TZVPD basis.

Output
- structure (SMILES) = COP(=O)(OC)OC.COP(=O)(OC)OC.COP(=O)(OC)OC.COP(=O)(OC)OC.COP(=O)(OC)OC.COP(=O)(OC)OC.COP(=O)(OC)OC.ClC(Cl)Cl.ClC(Cl)Cl.ClC(Cl)Cl.ClC(Cl)Cl.ClC(Cl)Cl
- highest occupied orbital energy (eV) = -10.25
- net charge = 0
- DFT total energy (eV) = -338263.86195
- LUMO level (eV) = 0.05
- Kohn-Sham gap (eV) = 10.303

Last column: Löwdin charge in e.
Element x y z (Å)
C: 25.14 -18.05 -3.22  -0.068
O: 24.84 -18.77 -4.44  -0.259
P: 26.06 -19.05 -5.46  0.535
O: 27.28 -19.74 -4.89  -0.253
O: 25.23 -19.80 -6.66  -0.234
C: 23.93 -19.31 -6.97  -0.111
O: 26.45 -17.54 -5.97  -0.224
C: 27.80 -17.11 -6.03  -0.094
H: 26.22 -17.86 -3.21  0.071
H: 24.84 -18.56 -2.31  0.066
H: 24.61 -17.10 -3.22  0.096
H: 23.42 -20.22 -7.28  0.060
H: 24.00 -18.82 -7.94  0.092
H: 23.23 -18.75 -6.34  0.092
H: 27.92 -16.21 -5.42  0.075
H: 28.02 -16.95 -7.08  0.100
H: 28.42 -17.84 -5.52  0.047
C: 29.65 -17.45 4.18  -0.145
O: 30.33 -18.46 3.52  -0.225
P: 31.78 -18.16 2.83  0.450
O: 32.47 -17.19 3.68  -0.223
O: 31.42 -17.76 1.26  -0.220
C: 32.22 -18.04 0.18  -0.151
O: 32.39 -19.59 2.63  -0.229
C: 33.41 -20.25 3.43  -0.059
H: 28.93 -17.84 4.90  0.057
H: 29.02 -16.92 3.48  0.094
H: 30.26 -16.81 4.83  0.089
H: 31.59 -18.57 -0.53  0.072
H: 33.11 -18.61 0.46  0.085
H: 32.59 -17.10 -0.23  0.092
H: 32.89 -21.07 3.92  0.073
H: 33.78 -19.54 4.17  0.086
H: 34.28 -20.78 3.04  0.089
C: 31.25 -24.87 -5.29  -0.071
O: 31.57 -24.44 -3.92  -0.234
P: 31.62 -22.84 -3.56  0.437
O: 32.71 -22.06 -4.26  -0.255
O: 31.90 -22.83 -2.00  -0.220
C: 32.56 -21.69 -1.37  -0.101
O: 30.14 -22.27 -3.78  -0.211
C: 28.99 -22.97 -3.19  -0.062
H: 32.16 -25.27 -5.75  0.087
H: 30.72 -24.16 -5.93  0.091
H: 30.64 -25.77 -5.27  0.081
H: 31.92 -21.08 -0.73  0.054
H: 32.83 -20.89 -2.07  0.069
H: 33.44 -21.90 -0.76  0.088
H: 28.18 -23.16 -3.89  0.079
H: 28.41 -22.61 -2.34  0.065
H: 29.27 -23.99 -2.93  0.085
C: 23.43 -22.85 1.35  -0.098
O: 23.35 -23.17 -0.06  -0.238
P: 22.82 -24.70 -0.45  0.476
O: 23.26 -25.77 0.43  -0.228
O: 21.25 -24.64 -0.78  -0.205
C: 20.70 -23.87 -1.86  -0.098
O: 23.39 -24.96 -1.98  -0.284
C: 23.34 -26.16 -2.77  -0.085
H: 23.58 -23.67 2.06  0.090
H: 22.67 -22.10 1.54  0.055
H: 24.38 -22.31 1.42  0.044
H: 19.86 -24.24 -2.45  0.083
H: 21.42 -23.64 -2.64  0.055
H: 20.41 -22.87 -1.53  0.085
H: 22.76 -25.82 -3.63  0.072
H: 22.90 -27.01 -2.25  0.093
H: 24.29 -26.41 -3.22  0.082
C: 20.54 -22.16 -8.09  -0.107
O: 21.05 -21.65 -6.84  -0.266
P: 20.48 -22.39 -5.42  0.564
O: 20.53 -23.89 -5.37  -0.256
O: 21.29 -21.66 -4.25  -0.239
C: 21.32 -20.26 -4.18  -0.104
O: 18.98 -21.65 -5.19  -0.242
C: 17.93 -22.19 -4.49  -0.149
H: 19.79 -22.94 -7.99  0.087
H: 21.42 -22.54 -8.61  0.066
H: 20.11 -21.36 -8.69  0.087
H: 20.59 -19.90 -3.46  0.097
H: 21.05 -19.81 -5.13  0.081
H: 22.34 -19.98 -3.94  0.087
H: 17.64 -21.54 -3.66  0.094
H: 18.18 -23.20 -4.19  0.079
H: 17.06 -22.27 -5.14  0.088
C: 32.34 -15.05 -3.60  -0.117
O: 32.68 -16.01 -4.58  -0.214
P: 32.53 -17.60 -4.41  0.453
O: 33.14 -18.34 -5.55  -0.227
O: 30.95 -17.83 -4.27  -0.217
C: 30.40 -19.16 -4.41  -0.101
O: 33.07 -17.95 -2.91  -0.249
C: 34.38 -18.11 -2.67  -0.156
H: 32.14 -14.26 -4.32  0.094
H: 33.26 -14.72 -3.13  0.091
H: 31.51 -15.23 -2.92  0.030
H: 31.16 -19.93 -4.36  0.055
H: 30.10 -19.36 -5.44  0.093
H: 29.58 -19.50 -3.76  0.065
H: 34.80 -17.14 -2.93  0.093
H: 34.80 -18.87 -3.33  0.101
H: 34.54 -18.31 -1.61  0.085
C: 25.47 -21.76 -2.63  -0.088
O: 26.20 -21.85 -1.39  -0.220
P: 26.59 -20.46 -0.62  0.499
O: 25.38 -19.70 -0.18  -0.271
O: 27.50 -20.93 0.61  -0.313
C: 28.85 -21.39 0.54  -0.105
O: 27.68 -19.73 -1.70  -0.256
C: 28.43 -18.58 -1.18  -0.071
H: 26.16 -21.98 -3.45  0.062
H: 25.07 -20.76 -2.81  0.062
H: 24.62 -22.44 -2.71  0.067
H: 28.86 -22.41 0.93  0.041
H: 29.44 -20.66 1.10  0.088
H: 29.27 -21.24 -0.46  0.078
H: 29.50 -18.68 -1.37  0.061
H: 28.34 -18.47 -0.10  0.092
H: 28.27 -17.70 -1.80  0.086
Cl: 24.25 -23.59 -5.57  0.555
C: 25.32 -23.10 -6.94  -1.476
Cl: 24.55 -22.84 -8.52  0.559
Cl: 26.57 -24.37 -7.04  0.498
H: 25.85 -22.21 -6.61  -0.011
Cl: 21.81 -18.46 3.05  0.533
C: 22.70 -18.61 1.55  -1.577
Cl: 22.95 -16.99 0.88  0.517
Cl: 21.71 -19.62 0.52  0.542
H: 23.70 -19.03 1.68  -0.018
Cl: 27.71 -20.53 5.55  0.481
C: 27.42 -21.36 3.90  -1.436
Cl: 26.09 -20.54 2.98  0.569
Cl: 27.15 -23.06 3.98  0.567
H: 28.27 -21.32 3.21  -0.014
Cl: 29.35 -24.96 1.94  0.551
C: 30.92 -24.47 2.51  -1.535
Cl: 30.74 -23.86 4.20  0.495
Cl: 31.55 -23.28 1.44  0.629
H: 31.52 -25.38 2.57  0.024
Cl: 26.96 -13.55 -1.55  0.510
C: 28.58 -13.18 -2.19  -1.575
Cl: 28.45 -13.23 -4.00  0.498
Cl: 29.84 -13.92 -1.35  0.644
H: 28.62 -12.11 -1.99  0.000


Below is H21O11 as an isolated structure, with properties calculated with the ωB97M-V functional and the def2-TZVPD basis.

Output
- highest occupied orbital energy (eV) = -6.10
- net charge = -1
- energy above the lowest of the compared OMol25 structures with the same formula, charge and spin (kcal per mole) = 91.9
- DFT total energy (eV) = -22862.94968
- LUMO level (eV) = 2.71
- Kohn-Sham gap (eV) = 8.803

Last column: natural (NBO) charge in e.
Element x y z (Å)
O: 0.44 0.23 0.24  -1.187
H: -0.19 -0.15 -0.31  0.473
O: 1.91 3.31 0.84  -1.033
H: 1.23 2.92 0.12  0.464
H: 2.07 2.64 1.31  0.436
O: 0.11 2.50 -0.24  -0.961
H: 0.12 1.51 0.00  0.492
H: -0.71 2.89 -0.12  0.464
O: -2.00 0.73 -1.72  -0.929
H: -1.83 1.32 -1.07  0.467
H: -2.46 1.25 -2.43  0.477
O: 0.22 -0.64 -2.75  -1.032
H: -0.37 0.06 -2.40  0.491
H: 1.02 -0.77 -2.13  0.517
O: 0.97 -2.39 1.17  -0.988
H: 0.83 -1.43 0.89  0.497
H: 0.23 -2.93 0.88  0.462
O: -0.61 -3.32 -2.42  -0.971
H: -1.42 -3.12 -2.87  0.450
H: -0.41 -2.35 -2.21  0.496
O: 2.04 0.85 2.36  -0.974
H: 1.53 0.52 3.18  0.446
H: 1.29 0.68 1.66  0.501
O: 2.38 -0.33 -0.99  -0.960
H: 1.89 -0.02 -0.22  0.498
H: 2.94 0.24 -1.21  0.444
O: -3.16 -1.45 0.90  -0.974
H: -2.44 -0.89 1.44  0.493
H: -2.74 -2.35 1.11  0.455
O: -1.38 0.16 2.35  -0.993
H: -0.84 0.03 1.54  0.501
H: -0.66 0.27 3.09  0.480


Below is C4H6BeFO4 as an isolated structure, with properties calculated with the ωB97M-V functional and the def2-TZVPD basis.

Output
- highest occupied orbital energy (spin up / spin down) (eV) = -5.59 / -10.87
- net charge = 0
- multiplicity = 2
- energy above the lowest of the compared OMol25 structures with the same formula, charge and spin (kcal per mole) = 0.0
- DFT total energy (eV) = -15553.48213
- LUMO level (spin up / spin down) (eV) = 0.52 / 0.40
- ⟨S²⟩ = 0.7506
- Kohn-Sham gap (spin up / spin down) (eV) = 6.112 / 11.269

Last column: natural (NBO) charge in e.
Element x y z (Å)
O: -1.43 0.73 -0.77  -1.061
C: -1.88 0.58 0.46  0.458
C: -0.92 -0.22 1.34  -0.126
O: -0.41 -1.30 0.54  -0.490
C: 0.53 -1.03 -0.34  0.970
O: 1.57 -0.43 0.16  -0.490
O: 0.43 -1.41 -1.51  -0.730
C: 2.33 0.43 -0.70  -0.264
H: -1.41 -0.67 2.21  0.223
F: -3.12 -0.15 0.46  -0.401
H: -2.14 1.53 0.97  0.141
H: -0.09 0.42 1.68  0.197
H: 3.07 0.91 -0.05  0.210
H: 2.83 -0.18 -1.47  0.207
H: 1.68 1.17 -1.17  0.206
Be: -1.04 -0.38 -1.80  0.950